The following is a DFT calculation (the ωB97M-V functional and the def2-TZVPD basis) of an isolated ion of composition C5H12N and charge +1 in a non-equilibrium geometry.

Last column: natural (NBO) charge in e.
Atoms and positions in Å:
1 C -1.1344 -0.2373 1.0627  -0.22
2 C -0.4385 1.0580 0.6685  -0.48
3 C -0.5047 1.2665 -0.8247  -0.22
4 C 0.2560 0.6412 -1.7193  -0.16
5 C 1.4854 -0.1921 -1.4565  -0.65
6 N -0.1759 -1.3530 1.3977  -0.67
7 H -1.7239 -0.1249 1.9706  0.23
8 H -1.8031 -0.5134 0.2541  0.25
9 H -0.9168 1.8809 1.1967  0.26
10 H 0.5972 1.0909 1.0270  0.22
11 H -1.2448 1.9934 -1.1463  0.23
12 H -0.0509 0.6182 -2.7631  0.23
13 H 2.3866 0.4265 -1.4031  0.25
14 H 1.4309 -0.6384 -0.4577  0.14
15 H 1.6587 -0.9965 -2.1627  0.24
16 H 0.1741 -1.7721 0.5307  0.45
17 H 0.6551 -1.0539 1.9107  0.45
18 H -0.6510 -2.0941 1.9148  0.45

Calculated values
* orbital gap: 9.52 eV
* LUMO: -3.70 eV
* total charge: +1
* ΔE to the lowest compared entry with this formula, charge and spin: 130.0 kJ/mol